No. 1
Below is C7H15ClO3P2 in the gas phase in a non-equilibrium geometry, with properties calculated with wB97M-V/def2-TZVPD.

Highest occupied orbital energy = -8.1 eV
Structure (SMILES) = C=CCP(CP(=O)(O)O)[C@H](Cl)CC

Last column: natural (NBO) charge in e.
Cartesian coordinates (Å):
C1 1.197 -0.860 1.250  -0.77
H1 1.363 -3.012 1.738  0.21
C2 -1.324 -0.882 -0.427  -1.16
H2 1.469 3.989 0.313  0.21
H3 -1.286 -1.867 0.041  0.28
H4 0.962 -0.825 2.312  0.25
H5 2.012 -2.749 -1.117  0.21
H6 2.343 2.930 1.366  0.21
O1 -3.985 -1.525 -0.304  -0.99
P1 -0.087 0.194 0.433  0.84
C3 1.253 -2.897 -0.357  -0.41
H7 -0.023 1.677 -1.497  0.25
H8 2.762 1.417 -0.312  0.21
H9 2.154 -0.328 1.149  0.25
C4 0.722 1.087 -0.966  -0.46
O2 -3.072 0.347 1.239  -0.97
H10 -3.814 0.966 1.245  0.51
P2 -3.007 -0.263 -0.230  2.36
H11 0.594 2.708 1.156  0.23
Cl1 1.447 -0.068 -2.179  -0.10
H12 -4.431 -1.487 -1.158  0.52
C5 1.262 -2.336 0.888  -0.19
H13 2.118 2.619 -1.378  0.22
H14 0.451 -3.594 -0.603  0.19
H15 -1.112 -0.947 -1.493  0.29
C6 1.866 2.001 -0.515  -0.43
C7 1.522 2.955 0.649  -0.63
O3 -3.357 0.748 -1.244  -1.13


No. 2
Below is 2 unconnected molecules or ions with the total composition C7H15ClSi in a non-equilibrium geometry, with properties calculated with wB97M-V/def2-TZVPD.

Highest occupied orbital energy (alpha / beta) = -9.0 / -8.6 eV
Energy relative to the best compared isomer or geometry (same formula, charge and spin) = 5.3677 eV

Last column: natural (NBO) charge in e.
Cartesian coordinates (Å):
H1 2.892 2.804 0.808  0.23
H2 1.408 2.004 1.485  0.24
Si1 -0.961 -0.794 0.052  1.48
H3 4.372 0.496 0.492  0.22
H4 0.383 -2.107 -1.568  0.24
H5 -0.465 0.848 1.863  0.22
H6 -3.483 -1.767 0.231  0.23
H7 -3.400 -0.329 -0.779  0.24
C1 2.380 0.965 -0.005  0.18
C2 3.403 0.204 0.077  -0.39
H8 0.587 -2.940 0.148  0.25
H9 -0.566 0.304 -2.025  0.16
C3 -0.556 0.620 -1.057  -0.70
H10 0.058 1.447 -0.883  0.18
C4 -2.936 -0.832 0.057  -1.07
H11 0.813 -0.236 1.727  0.23
H12 1.351 2.957 -0.138  0.24
C5 1.969 2.321 0.490  -0.72
H13 -0.821 -3.237 -0.995  0.24
C6 -0.229 -0.108 1.723  -1.05
Cl1 3.637 -1.288 -0.731  0.00
H14 -0.787 -0.619 2.522  0.23
C7 -0.146 -2.475 -0.628  -1.08
H15 -3.156 -0.239 0.993  0.23


No. 3
Below is a molecular structure, C7H15F3InO6P in a non-equilibrium geometry, with properties calculated with wB97M-V/def2-TZVPD.

Highest occupied orbital energy = -13.9 eV
Energy relative to the best compared isomer or geometry (same formula, charge and spin) = 2.1690 eV
Net charge = +2

Last column: natural (NBO) charge in e.
Cartesian coordinates (Å):
O1 6.707 -1.400 -2.756  -0.10
H1 5.110 -4.305 -4.653  0.22
O2 -5.197 4.372 2.763  -0.76
C1 -3.511 2.780 5.180  -0.24
H2 2.902 -3.375 -3.978  0.22
H3 5.253 -5.106 -3.048  0.24
O3 5.358 -3.034 -3.092  -0.30
C2 3.318 -4.250 -3.478  -0.63
F1 9.045 -3.155 -2.337  -0.25
H4 -6.958 4.975 1.888  0.20
C3 7.822 -3.660 -2.484  0.98
H5 -2.792 1.995 5.418  0.20
H6 -7.432 2.637 1.583  0.19
H7 -5.767 4.301 0.732  0.20
In1 2.800 2.458 -1.501  1.00
H8 -5.650 5.871 1.343  0.21
H9 7.054 -2.736 -4.229  0.39
O4 -5.385 2.043 1.735  -0.79
O5 -4.311 2.322 4.064  -0.78
P1 -4.379 2.992 2.562  2.55
C4 6.771 -2.730 -3.177  0.15
H10 -4.147 2.860 6.062  0.21
F2 7.982 -4.806 -3.097  -0.26
H11 -3.008 3.732 5.015  0.20
H12 -7.056 0.912 1.786  0.21
H13 2.799 -5.124 -3.870  0.26
C5 4.870 -4.243 -3.592  -0.12
H14 3.028 -4.259 -2.427  0.23
C6 -5.899 4.858 1.660  -0.28
F3 7.484 -3.998 -1.200  -0.28
O6 -3.033 3.133 1.931  -1.01
H15 -7.014 2.017 3.128  0.20
C7 -6.767 1.924 2.070  -0.27